Record 1
87
Properties=species:S:1:pos:R:3:mulliken_charge:R:1 method="wB97M-V/def2-TZVPD" max_force_ev_per_a=11.96 homo_lumo_gap_ev=8.02 charge=-1 lumo_ha=0.0965 e_above_lowest_kcal_mol=22.8 molar_mass_g_mol=462.70
O 0.0564 -0.1807 0.5581 1.682
H -0.7663 0.1835 0.2894 -1.165
C -4.3863 -2.8441 0.4288 -1.791
C -3.0929 -2.0087 0.1487 1.294
C -3.4452 -0.5857 -0.4241 -0.429
O -3.8572 -0.7310 -1.7427 -0.468
C -4.0519 0.5889 -2.2730 -1.055
N -2.2893 -1.9370 1.4533 -0.557
H -5.2319 -2.3357 0.8500 0.317
H -4.0595 -3.5129 1.1585 0.572
H -4.5879 -3.4673 -0.3805 0.392
H -2.5027 -2.5124 -0.6657 -0.456
H -2.5280 0.0642 -0.3968 0.062
H -4.1589 -0.2430 0.2800 0.562
H -4.5580 1.2646 -1.7185 0.493
H -4.2788 0.5246 -3.2198 0.520
H -2.9360 1.0783 -2.2795 0.236
H -2.7781 -1.0372 1.9964 0.250
H -1.3157 -1.7338 1.3483 -0.109
C 1.6153 3.7549 2.7500 -2.079
C 0.8325 2.4859 3.0927 0.445
C -0.7328 2.4473 2.8034 -0.069
O -1.2523 3.5428 3.5102 -0.360
C -2.6529 3.5981 3.5096 -0.714
N 1.5536 1.3597 2.4454 -0.466
H 1.5876 4.1745 1.7609 0.316
H 2.6576 3.9915 2.9366 0.366
H 1.0478 4.4694 3.0505 0.747
H 0.9640 2.3865 4.2027 0.395
H -1.3324 1.5382 3.0305 0.206
H -0.8907 2.8229 1.7614 0.148
H -3.1247 3.8615 2.4893 0.241
H -2.9675 4.8018 3.8655 0.224
H -3.0283 2.6929 4.0633 0.314
H 0.9765 1.0266 1.6521 -0.193
H 1.3069 0.5637 3.0446 0.201
C 2.5693 -3.4428 3.6749 -1.816
C 2.3389 -2.0184 3.0663 0.350
C 3.2307 -1.8666 1.9535 -1.402
O 4.5475 -1.4491 2.4690 -0.465
C 5.4944 -1.4002 1.4175 -0.593
N 0.9432 -1.9994 2.6276 -0.701
H 2.5784 -4.2037 2.9486 0.394
H 1.9374 -3.7447 4.3641 0.599
H 3.5913 -3.3720 4.1325 0.320
H 2.5037 -1.1557 3.7076 0.463
H 3.0506 -1.2158 1.1980 0.365
H 3.2843 -2.6576 1.5361 1.370
H 5.2126 -0.5828 0.6690 0.210
H 5.4710 -2.4524 0.9263 0.259
H 6.5939 -1.0999 1.6985 0.230
H 0.8138 -2.6542 2.0138 0.477
H 0.8419 -1.1077 1.9180 -0.398
C 1.7448 3.6794 -1.4138 -1.472
C 0.9374 2.3691 -1.1411 2.385
C 0.0209 2.0799 -2.4290 -0.893
O -1.0503 3.0457 -2.5872 -0.407
C -1.5443 3.0036 -3.9032 -0.630
N 1.8957 1.2926 -0.8638 -0.632
H 2.4165 3.8272 -2.3463 0.286
H 2.5847 3.7037 -0.7075 0.427
H 0.9820 4.5711 -1.1098 0.228
H 0.2555 2.4475 -0.2998 -1.026
H -0.3805 1.0937 -2.4357 -0.092
H 0.6720 1.9206 -3.1594 0.777
H -1.6153 1.8277 -4.2819 0.127
H -0.6940 3.3562 -4.5591 0.291
H -2.4489 3.5364 -3.7731 0.318
H 1.0719 0.6079 -0.4412 -0.680
H 2.4171 1.4547 -0.0326 0.441
C 1.9162 -2.9262 -3.3100 -1.638
C 1.0562 -1.9027 -2.5003 0.856
C -0.4355 -2.0972 -2.7677 0.291
O -0.7390 -2.2810 -4.1450 -0.471
C -2.2164 -2.1576 -4.2506 -0.957
N 1.3809 -1.9789 -1.1105 -0.570
H 1.6683 -2.9368 -4.3486 0.370
H 1.7005 -3.9709 -2.9963 0.307
H 3.0317 -2.6984 -3.0891 0.353
H 1.3241 -1.0388 -2.9475 -0.007
H -0.9542 -1.1633 -2.3056 -0.277
H -1.0705 -2.9721 -2.2446 0.146
H -2.6067 -3.0744 -3.9792 0.416
H -2.2346 -2.2096 -5.1857 0.613
H -2.6568 -1.2439 -3.7661 0.102
H 0.7596 -1.5097 -0.4275 -0.212
H 2.0166 -1.3255 -0.8420 0.499

Record 2
39
Properties=species:S:1:pos:R:3:mulliken_charge:R:1 method="wB97M-V/def2-TZVPD" max_force_ev_per_a=3.92 homo_lumo_gap_ev=3.04 charge=+2 lumo_ha=-0.4130 molar_mass_g_mol=637.34
C -3.7774 -1.6331 1.1669 -0.863
C -3.7607 -0.4880 0.0480 -0.934
C -2.6448 0.5528 0.4065 0.326
C -3.0026 1.6020 1.3779 -0.808
C -1.9566 2.6082 1.7468 -0.432
C -0.5813 2.5558 1.1768 0.259
C 0.4143 3.6809 1.6257 -0.760
C 0.8558 3.3958 3.1168 0.289
O 0.6423 4.1609 3.9959 -0.365
I 1.8653 1.4721 3.4405 0.008
C -0.1958 1.4999 0.2049 0.229
C -1.2645 0.5127 -0.1664 0.615
S -0.8785 -0.7686 -1.3724 -0.043
C 0.8924 -0.8500 -1.2975 0.667
C 1.6615 0.3205 -0.7538 -0.147
C 3.1409 0.1736 -0.7176 -0.575
C 3.8294 -1.0572 -1.1809 -0.330
C 3.0408 -2.2225 -1.7269 -0.227
C 1.5888 -2.1031 -1.7882 0.272
P 0.5050 -3.4759 -2.5010 0.619
N 1.2430 -4.8690 -2.6687 -0.670
N 1.1345 1.5594 -0.3048 0.069
H -3.4939 -1.2448 2.1817 0.342
H -4.7825 -2.1278 1.2338 0.353
H -3.0358 -2.4390 0.8859 0.235
H -3.5877 -0.9417 -0.9621 0.421
H -4.7607 0.0148 0.0980 0.371
H -4.0067 1.6763 1.8595 0.428
H -2.2263 3.4106 2.4830 0.443
H 1.3267 3.7391 0.9615 0.255
H -0.0811 4.6946 1.5407 0.401
H 3.7918 1.0122 -0.3570 0.460
H 4.9735 -1.0724 -1.1268 -0.378
H 3.5840 -3.1438 -2.0744 0.280
H 0.0899 -3.0649 -3.8199 0.165
H -0.6704 -3.5273 -1.6888 0.059
H 2.2032 -4.7779 -2.3139 0.237
H 1.2839 2.3289 -0.9687 0.376
Pt 6.6402 -1.1643 -1.7610 0.353

Record 3
25
Properties=species:S:1:pos:R:3:mulliken_charge:R:1 method="wB97M-V/def2-TZVPD" max_force_ev_per_a=1.59 homo_lumo_gap_ev=6.53 charge=+1 lumo_ha=-0.1553 molar_mass_g_mol=404.33
K -0.9805 -2.9840 1.0460 0.974
K 0.4222 0.2788 2.4641 0.943
K -4.0144 0.7603 -0.3636 1.004
As -2.7209 2.5429 3.2972 1.973
F -3.5496 3.9505 2.7407 -0.471
F -2.9626 1.8375 1.6789 -0.513
F -1.7225 1.1222 3.6861 -0.552
F -2.5279 3.1539 4.8990 -0.471
F -4.1409 1.6519 3.7010 -0.473
F -1.2301 3.3387 2.7815 -0.485
C -0.5915 0.8971 -0.6815 -0.827
O -0.9425 -0.2750 0.0374 -0.815
H -1.3893 1.6407 -0.5656 0.217
H 0.2636 1.4611 -0.2709 0.222
H -0.3550 0.6335 -1.7164 0.227
N 1.5562 -1.6861 -2.5026 0.080
C 2.3215 -2.5104 -3.2806 -0.557
C 3.5349 -2.6835 -2.6604 -0.382
C 3.5595 -1.8637 -1.5080 -0.534
C 2.2901 -1.3261 -1.4073 -0.359
H 0.6819 -1.2567 -2.7339 0.199
H 1.9885 -2.8840 -4.2349 0.395
H 4.3269 -3.3530 -2.9537 0.403
H 4.3614 -1.7251 -0.8042 0.389
H 1.8209 -0.7214 -0.6482 0.413

Record 4
41
Properties=species:S:1:pos:R:3:mulliken_charge:R:1 method="wB97M-V/def2-TZVPD" max_force_ev_per_a=1.68 homo_lumo_gap_ev=9.10 lumo_ha=0.0078 smiles="O=C(CN(C(=O)c1csnn1)c1ccc(Br)cc1)NC1CCCC1" molar_mass_g_mol=409.31
O -1.5525 0.3630 2.6779 -0.666
C -0.6828 0.3474 1.8365 0.533
C 0.2436 1.5462 1.5620 -1.040
N 0.3398 1.7696 0.1283 0.162
C -0.7902 1.9340 -0.6216 0.555
O -0.8073 1.9217 -1.8350 -0.608
C -2.0368 2.1478 0.1645 0.029
C -3.2385 1.5131 -0.0528 0.073
S -4.3751 2.1479 1.0420 0.113
N -3.2539 3.1931 1.6600 -0.720
N -2.1236 3.0830 1.1341 -0.042
C 1.6125 1.7029 -0.4830 -0.113
C 1.8220 0.9481 -1.6337 0.039
C 3.0771 0.8939 -2.2113 -0.820
C 4.1247 1.5875 -1.6312 0.089
Br 5.8569 1.5013 -2.4161 -0.199
C 3.9331 2.3431 -0.4860 -0.767
C 2.6763 2.4015 0.0835 -0.187
N -0.4225 -0.7042 1.0377 0.060
C -1.2180 -1.9136 1.0084 -0.152
C -0.3254 -3.1531 1.1643 -0.968
C -0.0059 -3.5670 -0.2693 -0.546
C -1.3398 -3.3600 -0.9826 -0.681
C -1.9104 -2.0776 -0.3635 -0.489
H -0.1514 2.4203 2.0862 0.389
H 1.2368 1.3119 1.9500 0.626
H -3.4734 0.7447 -0.7585 0.445
H 1.0031 0.4182 -2.0920 0.474
H 3.2390 0.3112 -3.1047 0.421
H 4.7556 2.8878 -0.0493 0.423
H 2.5168 3.0069 0.9624 0.503
H 0.3215 -0.6422 0.3592 0.162
H -1.9331 -1.8145 1.8277 0.562
H 0.5611 -2.9361 1.7583 0.349
H -0.8864 -3.9449 1.6602 0.355
H 0.3491 -4.5934 -0.3385 0.396
H 0.7577 -2.9124 -0.6941 0.226
H -1.2290 -3.2797 -2.0625 0.366
H -1.9990 -4.2021 -0.7700 0.293
H -2.9923 -2.1321 -0.2578 0.259
H -1.6792 -1.2136 -0.9896 0.097

Record 5
8
Properties=species:S:1:pos:R:3:mulliken_charge:R:1 method="wB97M-V/def2-TZVPD" max_force_ev_per_a=4.47 homo_lumo_gap_ev=11.29 lumo_ha=0.0012 e_above_lowest_kcal_mol=8.9 smiles="NOS(=O)(=O)F" molar_mass_g_mol=115.09
N 1.4574 -0.4382 0.0675 -0.458
O 0.3223 -0.8980 0.7509 -0.203
S -0.9184 0.2028 0.1788 1.265
O -2.1736 -0.1785 0.6913 -0.506
O -0.3697 1.4830 0.2686 -0.498
F -1.0261 -0.3039 -1.4158 -0.259
H 1.2403 -0.3710 -0.9644 0.313
H 1.4677 0.5038 0.4230 0.345

Record 6
47
Properties=species:S:1:pos:R:3:mulliken_charge:R:1 method="wB97M-V/def2-TZVPD" max_force_ev_per_a=9.84 homo_lumo_gap_ev="7.64 / 4.58" spin_multiplicity=4 lumo_ha="-0.0776 / -0.1901" molar_mass_g_mol=467.33
O 1.5639 2.4844 1.9518 -0.402
V 0.7612 2.7803 0.5521 0.711
O -3.6269 2.2698 -1.3000 -0.507
V -2.7011 2.0489 -0.0756 0.858
Cu 0.1192 0.9129 -2.7875 0.550
C -1.4629 4.3189 0.6329 1.478
O -2.5909 3.9779 1.0398 -0.512
O -1.1355 3.6769 -0.3765 -0.768
O -0.5693 4.1833 1.3951 -0.459
C -0.4355 0.4563 0.0128 1.868
O -1.2913 0.5189 -0.8738 -0.795
O 0.6881 0.7276 -0.3366 -0.840
O -0.7510 1.1764 0.9537 -1.056
B -4.2767 0.9947 1.2178 0.277
H -4.7900 0.6126 2.0866 -0.121
H -3.3058 0.5338 1.1220 -0.009
H -4.7562 0.6056 0.3329 -0.144
H -4.2781 2.0736 1.2207 -0.009
B 2.4601 3.6367 -0.6936 0.113
H 2.8004 2.6938 -0.2944 -0.030
H 1.7184 3.4514 -1.4551 -0.198
H 1.9962 4.2244 0.0834 0.157
H 3.2334 4.2635 -1.1099 -0.121
C 0.1055 -1.6508 3.4443 -0.899
C 1.5910 -1.6043 3.0316 0.460
C 2.4007 -2.8540 3.5786 -1.452
O 1.4804 -1.7383 1.6373 -0.547
H 0.0429 -1.3944 4.5019 0.358
H -0.2825 -2.6615 3.3178 0.321
H -0.3903 -0.8985 2.8309 0.034
H 2.0894 -0.6383 3.1135 0.319
H 2.0294 -3.8577 3.3713 0.335
H 2.4779 -2.7564 4.6615 0.400
H 3.4638 -2.8355 3.3388 0.370
H 1.4417 -0.8687 1.2324 0.221
C -0.9662 -2.3415 -3.1902 -1.190
C 0.4613 -2.0027 -3.1712 0.929
C 1.2615 -3.2048 -3.6283 -1.418
O 0.6866 -1.0056 -4.2036 -0.602
H -1.1090 -3.2104 -2.5479 0.396
H -1.2849 -2.5549 -4.2105 0.374
H -1.5045 -1.4952 -2.7635 0.126
H 0.6891 -1.5251 -2.2182 -0.067
H 2.3356 -3.2705 -3.4550 0.383
H 1.0812 -3.3487 -4.6936 0.349
H 0.9103 -4.1145 -3.1413 0.393
H 1.6196 -0.7900 -4.1354 0.365